*a*
2 unconnected molecules or ions with the total composition C2H10N4. Source: the OMol25 dataset; level of theory: ωB97M-V/def2-TZVPD.

Calculated values
E_HOMO = -9.193 eV
Frontier orbital gap = 10.09 eV
2S+1 = 1

Cartesian coordinates (Å):
H (1.095, 0.228, 2.040)
H (-2.345, 1.572, 0.898)
N (-1.366, 1.409, 1.099)
N (0.857, 0.517, -2.526)
H (0.292, -1.202, 2.158)
C (1.234, -0.772, -2.138)
H (-0.049, 0.329, -2.947)
H (1.989, -0.912, -1.355)
N (0.831, -1.768, -2.797)
H (-1.005, 1.051, 0.216)
N (0.225, -0.243, 1.868)
H (-1.770, -0.199, 2.516)
H (0.961, -2.695, -2.420)
H (-0.802, 1.086, 3.000)
H (0.846, 1.141, -1.730)
C (-0.993, 0.458, 2.119)

Results of the Löwdin charge analysis, in e, for atoms 1 through 8: atom 1 (H): 0.0658, atom 2 (H): 0.0612, atom 3 (N): -0.0106, atom 4 (N): 0.0526, atom 5 (H): 0.0626, atom 6 (C): -0.4020, atom 7 (H): 0.0832, atom 8 (H): 0.1095

---

*b*
2 unconnected molecules or ions with the total composition C2H10N4. Source: the OMol25 dataset; level of theory: ωB97M-V/def2-TZVPD.

Calculated values
E_HOMO = -8.313 eV
Frontier orbital gap = 9.37 eV
2S+1 = 1

Cartesian coordinates (Å):
H (-1.529, 0.296, -1.777)
H (-1.551, -0.608, 4.400)
H (0.879, -0.201, -0.830)
N (0.537, -0.634, 1.926)
C (0.381, 0.109, -2.889)
H (-1.754, -0.485, 2.788)
H (1.377, -0.835, 1.500)
N (-1.166, -0.401, 3.550)
H (0.224, -1.019, -3.200)
N (1.144, 0.222, -1.735)
C (0.247, -0.432, 3.152)
H (1.463, 1.197, -1.461)
N (-1.066, 0.756, -2.745)
H (0.882, 0.578, -3.737)
H (0.998, -0.270, 3.933)
H (-1.066, 1.725, -2.876)

Results of the Löwdin charge analysis, in e, for atoms 1 through 8: atom 1 (H): 0.1294, atom 2 (H): 0.0324, atom 3 (H): 0.0489, atom 4 (N): 0.0604, atom 5 (C): -0.3767, atom 6 (H): 0.0392, atom 7 (H): -0.0022, atom 8 (N): 0.0762

---

*c*
A single C2H10N4 molecule. Source: the OMol25 dataset; level of theory: ωB97M-V/def2-TZVPD.

Calculated values
E_HOMO = -9.012 eV
Frontier orbital gap = 10.05 eV
2S+1 = 1

Cartesian coordinates (Å):
H (-0.455, 1.147, -1.937)
N (-1.238, 0.050, 0.292)
N (-1.453, -0.479, 1.590)
H (0.315, 2.120, -0.672)
C (0.150, 0.018, -0.205)
H (-1.584, 1.009, 0.313)
H (1.399, -0.765, 1.211)
H (1.296, 1.053, -1.700)
N (1.095, 0.151, 0.899)
N (0.391, -1.240, -0.902)
H (-1.336, -1.491, 1.536)
H (0.073, -2.016, -0.328)
C (0.339, 1.167, -1.195)
H (-0.761, -0.116, 2.252)
H (-0.148, -1.269, -1.760)
H (1.917, 0.660, 0.605)

Results of the Löwdin charge analysis, in e, for atoms 1 through 8: atom 1 (H): 0.0786, atom 2 (N): -0.0998, atom 3 (N): -0.0235, atom 4 (H): 0.0800, atom 5 (C): -0.7009, atom 6 (H): 0.1008, atom 7 (H): 0.0723, atom 8 (H): 0.0817

---

Sorted by energy, starting with the most stable: *c*, *a*, *b*.

---

*a*
A gas-phase ion, C2H8N3 (charge +1). Source: the OMol25 dataset; level of theory: ωB97M-V/def2-TZVPD.

Calculated values
E_HOMO = -14.016 eV
Frontier orbital gap = 10.44 eV
Charge = +1
2S+1 = 1

Cartesian coordinates (Å):
H (0.310, -1.293, -0.357)
N (-1.466, -0.465, -0.059)
N (-2.590, 0.382, -0.106)
H (-3.436, -0.163, 0.211)
H (2.859, 0.528, 0.676)
C (2.232, 0.083, -0.046)
H (0.645, 1.361, 0.505)
H (-2.477, 1.170, 0.527)
H (2.514, 0.485, -0.886)
N (0.883, 0.432, 0.188)
H (-1.731, -1.194, -0.653)
H (2.369, -0.939, 0.102)
C (-0.111, -0.387, -0.102)

Results of the Löwdin charge analysis, in e, for atoms 1 through 8: atom 1 (H): 0.1338, atom 2 (N): 0.0006, atom 3 (N): 0.0732, atom 4 (H): 0.1419, atom 5 (H): 0.1069, atom 6 (C): -0.0126, atom 7 (H): 0.1718, atom 8 (H): 0.1002

---

*b*
A gas-phase ion, C2H8N3 (charge +1). Source: the OMol25 dataset; level of theory: ωB97M-V/def2-TZVPD.

Calculated values
E_HOMO = -15.254 eV
Frontier orbital gap = 10.48 eV
Charge = +1
2S+1 = 1

Cartesian coordinates (Å):
H (2.441, -0.003, 1.039)
H (-1.611, 2.020, -0.021)
H (-2.456, 0.457, -0.773)
H (0.429, -1.644, -0.630)
H (-2.055, 0.481, 0.948)
C (1.967, 0.303, 0.022)
N (0.687, 0.731, 0.205)
C (-1.784, 0.851, 0.013)
N (-0.408, -1.282, -0.277)
N (-0.321, -0.015, 0.031)
H (2.684, 1.160, -0.245)
H (-1.340, -1.759, -0.405)
H (2.154, -0.596, -0.622)

Results of the Löwdin charge analysis, in e, for atoms 1 through 8: atom 1 (H): 0.1476, atom 2 (H): 0.1465, atom 3 (H): 0.0909, atom 4 (H): 0.0961, atom 5 (H): 0.0497, atom 6 (C): -0.1101, atom 7 (N): 0.0440, atom 8 (C): 0.1345

---

Sorted by energy, starting with the most stable: *a*, *b*.

---

*a*
A gas-phase ion, C5H8NO2 (charge -1). Source: the OMol25 dataset; level of theory: ωB97M-V/def2-TZVPD.

Calculated values
E_HOMO = -3.842 eV
Frontier orbital gap = 7.61 eV
Charge = -1
2S+1 = 1

Cartesian coordinates (Å):
O (-1.339, 2.136, -0.365)
H (0.661, 0.509, -0.994)
H (0.320, 0.639, 1.106)
H (-1.621, 0.209, -2.141)
C (-1.952, 1.146, -0.149)
H (2.723, 0.761, 0.895)
N (1.623, -1.120, 0.929)
H (-0.545, -1.006, 1.176)
H (-2.285, -0.810, -0.889)
H (0.080, -1.286, -1.439)
C (-0.044, -0.336, -0.870)
H (3.637, -0.846, 1.226)
C (0.294, -0.479, 0.697)
C (-1.577, -0.056, -1.122)
O (-2.574, 0.827, 0.865)
C (2.599, -0.287, 1.075)

Results of the Löwdin charge analysis, in e, for atoms 1 through 8: atom 1 (O): -0.0314, atom 2 (H): 0.0972, atom 3 (H): 0.1383, atom 4 (H): 0.0660, atom 5 (C): -0.8562, atom 6 (H): 0.0494, atom 7 (N): -0.0508, atom 8 (H): 0.0992

---

*b*
A gas-phase ion, C5H8NO2 (charge -1). Source: the OMol25 dataset; level of theory: ωB97M-V/def2-TZVPD.

Calculated values
E_HOMO = -3.778 eV
Frontier orbital gap = 7.74 eV
Charge = -1
2S+1 = 1

Cartesian coordinates (Å):
C (-0.471, -1.137, 0.659)
H (-0.973, 0.708, -0.406)
C (0.929, 0.540, -1.491)
H (0.803, -0.489, -1.530)
H (0.998, 0.523, -3.669)
O (-0.624, -1.707, 1.718)
N (-1.026, 1.124, 1.614)
C (1.211, 1.111, -2.678)
H (1.097, 2.131, 0.138)
C (0.942, 1.030, 0.068)
O (-0.485, -1.642, -0.469)
H (-0.557, 0.690, 2.445)
C (-0.371, 0.449, 0.448)
H (1.820, 0.441, 0.599)
H (1.379, 2.206, -2.784)
H (-1.956, 0.765, 1.873)

Results of the Löwdin charge analysis, in e, for atoms 1 through 8: atom 1 (C): -0.7390, atom 2 (H): 0.1119, atom 3 (C): -0.1752, atom 4 (H): 0.0385, atom 5 (H): 0.0694, atom 6 (O): -0.0317, atom 7 (N): -0.0090, atom 8 (C): -0.0576

---

Sorted by energy, starting with the most stable: *b*, *a*.

---

*a*
A gas-phase ion, C2H4N3O (charge +1). Source: the OMol25 dataset; level of theory: ωB97M-V/def2-TZVPD.

Calculated values
E_HOMO = -14.912 eV
Frontier orbital gap = 9.71 eV
Charge = +1
2S+1 = 1

Cartesian coordinates (Å):
N (0.651, -0.425, -0.699)
N (-0.339, 1.013, 1.326)
N (0.846, -1.817, -0.656)
H (1.125, 0.186, -1.326)
O (1.699, -2.294, -1.290)
C (-0.417, -0.192, 0.040)
H (-1.594, 1.937, -0.189)
H (-0.105, 1.610, 2.183)
C (-1.017, 1.138, 0.252)
H (-0.847, -1.155, 0.360)

Results of the Löwdin charge analysis, in e, for atoms 1 through 8: atom 1 (N): 0.0805, atom 2 (N): 0.2063, atom 3 (N): -0.0424, atom 4 (H): 0.1696, atom 5 (O): 0.1312, atom 6 (C): -0.0859, atom 7 (H): 0.1468, atom 8 (H): 0.1941

---

*b*
2 unconnected molecules or ions with the total composition C2H4N3O. Source: the OMol25 dataset; level of theory: ωB97M-V/def2-TZVPD.

Calculated values
E_HOMO = -16.487 eV
Frontier orbital gap = 11.83 eV
Charge = +1
2S+1 = 1

Cartesian coordinates (Å):
H (-1.985, 1.091, -0.796)
H (0.048, -2.410, 0.115)
O (3.056, 0.992, 0.132)
N (2.419, 0.050, -0.026)
C (-1.446, 0.839, 0.029)
H (-0.629, 1.521, -0.052)
N (-0.959, -0.483, -0.077)
N (1.863, -0.866, -0.217)
C (-0.241, -1.376, -0.065)
H (-2.125, 0.642, 0.958)

Results of the Löwdin charge analysis, in e, for atoms 1 through 8: atom 1 (H): 0.0751, atom 2 (H): 0.1467, atom 3 (O): 0.2021, atom 4 (N): -0.2352, atom 5 (C): 0.0241, atom 6 (H): 0.1080, atom 7 (N): 0.0841, atom 8 (N): 0.2284

---

*c*
A gas-phase ion, C2H4N3O (charge +1). Source: the OMol25 dataset; level of theory: ωB97M-V/def2-TZVPD.

Calculated values
E_HOMO (spin up / spin down) = -14.564 / -14.565 eV
Frontier orbital gap (spin up / spin down) = 8.51 / 8.51 eV
Charge = +1
2S+1 = 1

Cartesian coordinates (Å):
N (-1.569, -0.030, -0.002)
C (-0.834, 1.085, -0.058)
H (-1.244, -1.959, 0.224)
H (1.117, -1.431, 0.193)
H (-1.224, 2.017, -0.112)
C (0.482, 0.696, 0.072)
N (-0.789, -1.106, -0.059)
N (0.462, -0.687, -0.016)
H (1.390, 1.368, 0.150)
O (-3.096, 0.114, 0.068)

Results of the Löwdin charge analysis, in e, for atoms 1 through 8: atom 1 (N): -0.0827, atom 2 (C): 0.0397, atom 3 (H): 0.2250, atom 4 (H): 0.2051, atom 5 (H): 0.1253, atom 6 (C): 0.0916, atom 7 (N): 0.1467, atom 8 (N): 0.1246

---

Sorted by energy, starting with the most stable: *b*, *a*, *c*.

---

*a*
2 unconnected molecules or ions with the total composition C2H4N3O. Source: the OMol25 dataset; level of theory: ωB97M-V/def2-TZVPD.

Calculated values
E_HOMO = -15.458 eV
Frontier orbital gap = 10.41 eV
Charge = +1
2S+1 = 1

Cartesian coordinates (Å):
N (1.889, -0.241, 0.266)
N (2.980, -0.250, 0.051)
C (-0.791, 1.595, 0.113)
H (-1.719, -1.086, -1.176)
H (-0.875, -1.533, 0.333)
H (-0.705, 2.588, 0.520)
O (4.095, -0.256, -0.199)
C (-1.492, -0.753, -0.187)
H (-2.500, -0.558, 0.185)
N (-0.882, 0.494, 0.093)

Results of the Löwdin charge analysis, in e, for atoms 1 through 8: atom 1 (N): 0.2125, atom 2 (N): -0.3027, atom 3 (C): 0.2932, atom 4 (H): 0.1131, atom 5 (H): 0.1304, atom 6 (H): 0.1565, atom 7 (O): 0.1752, atom 8 (C): 0.0102

---

*b*
A gas-phase ion, C2H4N3O (charge +1). Source: the OMol25 dataset; level of theory: ωB97M-V/def2-TZVPD.

Calculated values
E_HOMO = -14.923 eV
Frontier orbital gap = 10.16 eV
Charge = +1
2S+1 = 1

Cartesian coordinates (Å):
H (-0.242, 0.881, 1.462)
O (2.577, -1.901, -1.892)
H (-1.091, 1.213, -0.070)
H (-0.214, -0.935, -2.246)
C (1.604, -1.333, -1.705)
C (0.403, -0.342, -0.107)
N (1.233, -1.140, 0.469)
N (-0.376, 0.606, 0.426)
H (1.145, -1.085, 1.538)
N (0.474, -0.735, -1.600)

Results of the Löwdin charge analysis, in e, for atoms 1 through 8: atom 1 (H): 0.1809, atom 2 (O): 0.3711, atom 3 (H): 0.1601, atom 4 (H): 0.1537, atom 5 (C): -0.1403, atom 6 (C): -0.4061, atom 7 (N): 0.1390, atom 8 (N): 0.1575

---

Sorted by energy, starting with the most stable: *b*, *a*.

---

*a*
A single C5H12N2 molecule. Source: the OMol25 dataset; level of theory: ωB97M-V/def2-TZVPD.

Calculated values
E_HOMO = -8.213 eV
Frontier orbital gap = 9.31 eV
2S+1 = 1

Cartesian coordinates (Å):
H (0.061, 0.037, -1.801)
C (-2.163, -0.567, 0.534)
H (0.006, 2.324, -1.156)
H (-1.662, 1.375, -1.146)
C (1.355, 0.211, 1.227)
H (2.849, -1.164, -0.506)
C (0.048, 0.206, -0.769)
H (1.960, -0.650, 1.636)
N (1.321, 0.071, -0.219)
H (-0.944, 2.145, 0.295)
H (-1.025, -2.003, -0.735)
H (-2.145, 0.480, 0.799)
H (1.809, 1.193, 1.567)
H (0.320, 0.061, 1.576)
N (1.820, -1.141, -0.791)
C (-0.646, 1.520, -0.695)
H (-3.124, -1.061, 0.924)
H (1.392, -1.944, -0.478)
C (-1.231, -1.093, -0.260)

Results of the Löwdin charge analysis, in e, for atoms 1 through 8: atom 1 (H): 0.0982, atom 2 (C): -0.0720, atom 3 (H): 0.0915, atom 4 (H): 0.0840, atom 5 (C): -0.0763, atom 6 (H): 0.1160, atom 7 (C): -0.3661, atom 8 (H): 0.0913

---

*b*
A single C5H12N2 molecule. Source: the OMol25 dataset; level of theory: ωB97M-V/def2-TZVPD.

Calculated values
E_HOMO (spin up / spin down) = -6.715 / -6.708 eV
Frontier orbital gap (spin up / spin down) = 7.45 / 7.44 eV
2S+1 = 1

Cartesian coordinates (Å):
H (1.978, 1.352, -0.096)
H (-1.766, -0.004, -0.359)
H (0.848, -1.208, 1.593)
H (-2.852, -2.532, 1.246)
H (0.778, 1.157, -2.972)
H (-3.103, -0.859, 1.051)
C (0.279, 0.272, 0.217)
H (-2.606, -1.858, -0.293)
H (0.500, 0.409, 2.200)
H (2.298, 0.063, -2.089)
H (0.500, 2.152, -0.765)
N (-0.970, -0.134, 0.393)
C (0.979, -0.134, 1.492)
C (1.028, 1.200, -0.726)
C (1.626, 0.924, -2.190)
C (-2.512, -1.696, 0.754)
H (2.232, 1.842, -2.233)
H (2.008, 0.249, 1.607)
N (-1.246, -1.195, 1.171)

Results of the Löwdin charge analysis, in e, for atoms 1 through 8: atom 1 (H): 0.1090, atom 2 (H): 0.1922, atom 3 (H): 0.0736, atom 4 (H): 0.0472, atom 5 (H): 0.1016, atom 6 (H): 0.0643, atom 7 (C): -0.2670, atom 8 (H): 0.0559

---

Sorted by energy, starting with the most stable: *a*, *b*.